Below is an isolated molecule of C3H6F2S, with properties calculated with ωB97M-V with the def2-TZVPD basis set.

Output
Energy relative to the best compared isomer or geometry (same formula, charge and spin) = 90.3 kJ/mol
SMILES = FC(F)CCS
F_max = 5.68 eV Å⁻¹
Electronic energy = -715.7876 hartree

Atoms and positions in Å:
1 H 1.4138 -0.6729 -0.1368
2 H -0.9482 0.4188 -1.6291
3 H 1.1234 1.9437 0.3782
4 C 0.6492 -0.1712 0.4062
5 H -0.6360 -1.2520 -1.0368
6 C -0.4389 -1.1117 0.0533
7 C 0.2674 1.2510 0.1632
8 H 0.8929 -0.3191 1.3363
9 H -0.6050 1.5445 0.8291
10 S -0.0044 1.4666 -1.5675
11 F -0.1654 -2.3325 0.6229
12 F -1.5487 -0.7653 0.5808